Formula: C13H40F13N4O27S7Y2
Source: the Open Molecules 2025 dataset
Level of theory: ωB97M-V/def2-TZVPD

Positions of all 106 atoms, in Å:
Y (-3.21564, -3.19517, 0.36198)
Y (-3.63783, 2.72547, -0.96795)
C (0.46039, -4.82508, -2.41387)
F (1.30903, -5.85840, -2.76175)
F (1.18443, -3.75998, -2.05801)
F (-0.42839, -4.51439, -3.32774)
S (-0.52921, -5.45256, -0.87486)
O (0.52297, -5.88344, 0.08329)
O (-1.37404, -4.29127, -0.48976)
O (-1.42219, -6.60932, -1.25725)
C (-6.80468, -0.28911, 0.88994)
F (-6.08703, -0.57887, 1.99678)
F (-7.78582, -1.21101, 0.71661)
F (-7.41300, 0.86078, 1.00253)
S (-5.65301, -0.53005, -0.62988)
O (-4.60986, -1.44068, -0.16521)
O (-6.41913, -1.16341, -1.70143)
O (-5.07833, 0.79826, -0.98563)
C (0.37975, 0.16393, -0.07262)
F (1.26892, -0.77714, -0.49967)
F (0.25678, 0.08102, 1.27819)
F (0.73525, 1.36106, -0.43287)
S (-1.38500, -0.23796, -0.97455)
O (-2.30424, 0.91300, -0.76656)
O (-1.05437, -0.40579, -2.37746)
O (-1.89891, -1.48581, -0.37853)
N (-3.27853, 2.87192, -3.09625)
S (-3.32098, 1.96083, -4.35229)
O (-2.07794, 1.51725, -5.04865)
O (-4.56511, 2.11206, -5.07091)
F (-3.62788, 0.63559, -3.49393)
S (-2.73331, 4.12741, -4.22137)
O (-3.79730, 4.77683, -4.91043)
O (-1.39176, 4.17142, -4.73353)
F (-2.59435, 5.23027, -3.07691)
N (-3.86190, 2.65870, 1.20985)
S (-4.74748, 3.24701, 2.35936)
O (-4.29291, 4.51012, 2.85107)
O (-5.51601, 2.33186, 3.18293)
F (-6.01989, 3.77290, 1.46692)
S (-2.93898, 1.75375, 2.27977)
O (-2.97175, 0.32085, 2.00650)
O (-2.62297, 2.11962, 3.65749)
F (-1.55429, 2.15273, 1.60291)
O (-1.45300, -2.87131, 1.94858)
H (-0.70809, -3.42771, 2.17607)
H (-1.56146, -2.29451, 2.70474)
O (2.29676, -0.24615, -3.93419)
H (2.86696, -0.92776, -4.28987)
H (1.46489, -0.69047, -3.77048)
O (-1.36487, 3.50231, -0.96310)
H (-0.77831, 3.08903, -1.59664)
H (-1.03136, 4.39511, -0.87414)
O (-3.34898, -2.77815, -2.15588)
H (-2.76797, -2.45669, -2.84532)
H (-4.13844, -3.05868, -2.61879)
O (-2.18173, -1.76795, -4.36168)
H (-1.88996, -1.00101, -3.86881)
H (-1.44193, -1.98413, -4.92930)
O (0.21396, 2.40507, -3.03094)
H (0.13699, 2.91766, -3.83565)
H (0.46689, 1.53056, -3.32673)
C (4.98355, 0.11924, -2.09648)
C (4.68300, -1.07444, -1.20407)
O (5.84541, -1.78465, -0.98851)
O (3.89714, 0.96660, -2.29329)
H (5.36205, -0.31358, -3.02249)
H (5.89075, 0.60301, -1.73448)
H (3.90099, -1.60808, -1.74424)
H (4.14316, -0.74229, -0.31731)
H (6.02253, -1.58567, -0.06621)
H (3.19969, 0.46235, -2.71861)
C (2.87632, -3.40210, 1.24842)
C (2.42124, -4.13273, 2.51912)
C (2.57413, -3.27595, 3.83495)
O (3.86840, -2.81680, 4.21433)
C (3.91350, -2.02836, 5.30406)
N (1.01244, -4.60442, 2.46560)
H (2.27539, -2.50934, 1.07530)
H (2.83319, -3.97743, 0.32362)
H (3.93348, -3.15735, 1.35141)
H (2.96214, -5.05766, 2.71920)
H (2.01565, -3.79903, 4.61121)
H (2.08963, -2.30920, 3.69801)
H (4.97436, -2.10954, 5.54091)
H (3.41727, -2.57904, 6.10319)
H (3.46858, -1.06197, 5.06690)
H (0.78887, -5.25621, 3.20404)
H (1.02292, -5.15690, 1.62016)
C (2.46033, 5.47489, 2.76375)
C (1.90162, 4.14846, 2.31310)
C (2.93551, 3.01869, 2.61794)
O (4.10331, 3.04894, 1.74120)
C (3.96406, 2.59331, 0.37129)
N (0.58541, 3.86773, 2.89003)
H (3.32212, 5.70312, 2.13659)
H (2.57791, 5.53805, 3.84554)
H (1.71391, 6.24538, 2.57058)
H (1.83468, 4.26174, 1.23107)
H (2.48231, 2.03169, 2.52554)
H (3.29507, 3.10017, 3.64369)
H (3.74284, 1.53636, 0.22290)
H (4.84147, 2.94107, -0.17398)
H (3.08163, 3.06656, -0.05934)
H (0.25169, 2.98086, 2.54047)
H (0.64668, 3.63431, 3.87078)

Forces on the atoms, in the same order (eV/Å):
3.02 1.98 -2.80
0.70 -1.93 -0.17
0.31 -1.86 2.00
-1.62 2.02 0.04
-0.24 -0.33 -0.49
0.52 -0.01 -0.65
0.21 -5.89 0.13
-1.89 1.63 -1.99
-1.01 1.26 0.94
2.10 3.40 0.31
-0.71 -1.44 -0.02
-0.59 0.31 -0.80
1.15 0.31 0.35
0.82 0.43 -0.20
-1.58 0.34 -3.16
0.82 -1.16 1.87
0.86 1.43 1.99
-0.38 -0.09 0.85
-0.90 -1.68 0.42
-1.35 1.37 0.48
0.10 0.00 -1.67
0.16 -0.01 0.01
0.36 -0.26 -0.73
0.72 -0.39 0.23
0.47 0.41 1.30
0.46 0.92 0.54
2.46 3.32 -3.32
-1.79 -9.72 -3.77
-2.96 2.27 1.97
1.98 0.38 0.34
0.05 0.01 0.29
1.06 7.71 1.37
0.08 -1.88 -0.55
-1.18 -1.57 0.43
0.23 -0.40 1.50
1.11 -1.71 3.02
-7.96 5.17 2.81
0.74 -1.47 -0.14
2.54 0.07 -1.00
1.17 -0.47 -0.98
6.21 -4.25 1.21
-1.27 1.95 0.04
-2.18 0.29 -2.54
-0.46 0.20 -0.45
-2.32 0.46 -0.37
1.92 -1.43 0.05
-0.02 0.55 0.35
-0.54 0.00 -0.20
0.31 -0.20 -0.27
-0.32 -0.26 0.10
-1.37 0.41 0.77
0.85 -0.88 -1.11
0.09 0.51 0.24
-1.11 -1.13 1.90
1.07 0.23 -1.06
-0.38 0.01 -0.34
-0.37 -0.45 -0.05
0.10 0.55 0.05
0.09 -0.25 -0.24
-0.18 0.22 0.62
-0.12 0.31 -0.39
0.08 -0.28 0.02
0.92 -0.71 -0.13
-1.64 1.45 -1.08
0.17 -0.60 0.85
0.41 0.80 0.78
-0.16 -0.07 -0.56
-0.39 0.71 0.40
0.10 -0.91 -0.11
0.38 0.08 0.53
0.72 -0.40 0.06
-0.15 0.00 -0.28
0.01 -0.41 0.33
0.45 0.15 1.76
-0.14 1.35 -1.00
-0.22 -3.50 -3.54
0.36 -0.55 1.35
-0.36 1.30 -0.56
0.09 0.17 0.21
-0.29 -0.42 0.19
-0.08 0.32 0.17
0.85 0.19 -0.39
0.37 -0.20 0.52
-1.11 0.04 -0.38
0.02 1.28 0.42
-0.44 0.60 0.62
0.24 0.45 0.61
0.34 -0.04 0.34
-0.62 -0.16 -0.22
-0.96 0.55 -0.11
0.97 -0.63 0.44
0.46 0.02 -1.69
-0.28 -0.22 0.27
-1.12 0.99 1.00
-0.08 -0.30 -0.28
0.33 0.05 0.65
0.70 -0.21 -0.02
-0.08 0.10 -0.26
-0.44 -0.42 -0.15
-0.36 -0.22 -0.08
0.21 0.16 -0.05
0.57 -0.31 0.48
-0.06 -0.32 0.15
-0.01 0.33 -0.33
-0.10 -0.07 -0.52
0.33 0.55 0.53

Calculated total energy = -188625.08556 eV
Total charge = +1
Molar mass = 1333.7 g/mol
LUMO level = -5.4 eV

Atomic partial charges in e from the Mulliken method, atoms 1 to 4:
1. Y 1.2600
2. Y 1.6302
3. C 0.6178
4. F -0.1999